Run w
Molecular formula: C5H6NP
Method: DFT, wB97M-V/def2-TZVPD

Last column: Mulliken charge in e.
Cartesian coordinates (Å):
1 P 0.53 1.37 -0.96  -0.1908
2 N -0.29 -0.56 0.85  -0.4940
3 C -0.95 -1.08 -1.99  -0.7834
4 C -0.16 -0.11 -0.39  0.2550
5 C 0.31 0.05 1.83  0.0646
6 C 0.85 1.34 1.78  -0.3974
7 C 1.05 2.03 0.55  -0.3330
8 H 0.21 -0.55 2.79  0.3296
9 H 1.45 2.98 0.54  0.4018
10 H -0.85 -0.27 -2.74  0.3121
11 H 1.44 1.70 2.67  0.2806
12 H -2.04 -1.30 -1.83  0.2750
13 H -0.27 -1.94 -1.99  0.2799

As for the total charge: 0. Its spin multiplicity is 1.

---

Run x
Molecular formula: C5H6NP
Method: DFT, wB97M-V/def2-TZVPD

Last column: Mulliken charge in e.
Cartesian coordinates (Å):
1 P -1.46 -1.97 -0.32  -0.0513
2 N -2.02 1.13 -0.11  -0.7117
3 C 1.34 0.73 -0.18  -0.3572
4 C 1.06 -0.58 0.46  -0.3972
5 C 0.24 1.50 -0.28  -0.5997
6 C -0.41 -0.70 0.13  0.0470
7 C -0.88 0.70 -0.10  0.4432
8 H 0.26 2.43 -0.76  0.4488
9 H -2.71 0.43 -0.15  0.2360
10 H 1.06 -0.31 1.53  0.1805
11 H 2.39 1.01 -0.40  0.3522
12 H -0.51 -2.91 -0.08  -0.0230
13 H 1.64 -1.47 0.28  0.4324

As for the total charge: 0. Its spin multiplicity is 1. The SMILES is [H]/N=C1/C=CC/C1=P\[H].

---

The structure shown above that is least stable: run w.